Below is C4H7NS as an isolated structure, with properties calculated with wB97M-V/def2-TZVPD.

XYZ file:
```
13
Properties=species:S:1:pos:R:3:forces:R:3
C 2.0453 0.6989 -0.5249 2.3 -0.6 2.9
C 1.0050 -0.4172 -0.4774 -1.3 1.3 -1.8
C -0.0164 -0.3211 -1.7470 -0.1 -0.6 -2.0
C -0.3120 -0.2561 0.2508 -2.8 1.5 2.7
H 2.6500 0.4999 -1.4261 -0.3 0.7 0.3
H 2.8413 0.7706 0.4158 -2.0 -0.9 -2.2
H 1.6015 1.6632 -0.4005 -0.4 0.7 -0.8
H 1.4775 -1.3714 -0.3570 0.0 -0.6 -0.1
H -0.0681 -1.3346 -2.2454 0.5 1.5 -0.6
H -0.1565 0.6540 -2.4136 1.4 -2.2 1.0
H -2.0392 0.3004 -0.9185 2.5 -2.0 0.4
N -1.1412 -0.3341 -0.8424 -1.1 1.8 1.4
S -0.9156 0.1831 1.7645 1.4 -0.6 -1.2
```
Positions in Å, forces in eV/Å.

Output
HOMO energy (eV): -8.327
F_max (eV/Å): 4.17
E (eV): -16584.64726
LUMO level (eV): 0.440
ΔE to the lowest compared entry with this formula, charge and spin (kJ/mol): 220.38